Entry 1:
A single C13H19N5OS2 molecule at a distorted geometry, computed with ωB97M-V/def2-TZVPD.

Summary:
ΔE to the lowest compared entry with this formula, charge and spin   4.8 kJ/mol
LUMO level   0.632 eV
Calculated total energy   -44958.173 eV
SMILES string   CCCCc1nnc(SCC(=O)Nc2nccs2)n1CC
Gap between HOMO and LUMO   8.8 eV

Geometry (Å):
H1 1.40 -3.47 0.22
C1 1.89 -2.66 -0.32
N1 0.09 0.10 1.09
S1 0.58 -2.16 2.53
O1 1.04 0.16 4.68
C2 -3.43 0.98 1.51
H2 -0.70 -1.88 4.48
H3 -0.93 -0.04 -3.73
C3 0.60 -1.10 1.16
C4 -0.58 -1.25 3.60
C5 0.04 0.07 4.01
H4 -1.19 0.73 -2.15
C6 3.35 -2.56 0.12
H5 2.49 -0.16 -2.26
H6 -0.84 2.22 -4.79
N2 -2.58 0.52 2.46
C7 1.40 -0.23 -2.24
S2 -1.74 2.85 1.77
C8 -3.15 2.22 1.02
H7 1.12 -1.14 -2.78
H8 1.83 -2.85 -1.40
C9 -1.63 1.36 2.69
H9 3.85 -1.74 -0.40
H10 -2.37 1.96 -3.96
H11 -4.26 0.36 1.22
H12 -3.68 2.78 0.28
C10 -1.30 2.08 -3.82
H13 3.86 -3.49 -0.10
H14 -1.12 2.97 -3.22
H15 3.40 -2.37 1.19
H16 0.99 1.87 -2.32
C11 0.95 -0.35 -0.83
C12 0.79 0.99 -2.93
H17 -0.08 2.06 3.79
N3 0.31 0.56 -0.15
H18 -1.52 -1.11 3.07
C13 -0.72 0.85 -3.13
H19 1.28 1.12 -3.90
N4 -0.61 1.21 3.59
N5 1.17 -1.45 -0.04


Entry 2:
A gas-phase ion, C4H6F3N4 (charge +1) at a distorted geometry, computed with ωB97M-V/def2-TZVPD.

Summary:
Net charge   +1
ΔE to the lowest compared entry with this formula, charge and spin   400.7 kJ/mol
LUMO level (alpha / beta)   -5.936 / -5.690 eV
Calculated total energy   -18348.287 eV
Gap between HOMO and LUMO (alpha / beta)   7.5 / 8.1 eV

Geometry (Å):
H1 0.51 -2.34 1.50
N1 0.88 2.09 -0.01
C1 1.40 -0.87 -0.31
N2 -0.81 -0.12 -0.63
C2 -0.05 -0.81 0.10
H2 0.19 1.88 -0.71
H3 -1.20 -1.84 1.57
C3 1.89 1.45 0.07
N3 2.12 0.25 -0.40
C4 -2.17 0.06 -0.40
H4 1.79 -1.83 -0.53
H5 3.00 0.01 -0.79
F1 -2.37 1.46 -0.35
N4 -0.27 -1.74 1.08
H6 0.76 3.01 0.49
F2 -2.76 -0.41 0.72
F3 -2.92 -0.26 -1.40


Entry 3:
A single C6H11NO molecule at a distorted geometry, computed with ωB97M-V/def2-TZVPD.

Summary:
ΔE to the lowest compared entry with this formula, charge and spin   278.7 kJ/mol
LUMO level   0.726 eV
Calculated total energy   -9935.566 eV
SMILES string   CC1=C(O)[C@@H](C)N1C
Gap between HOMO and LUMO   7.6 eV

Geometry (Å):
H1 1.73 -1.31 1.74
C1 -1.00 0.46 0.39
H2 -1.05 2.48 -1.33
C2 0.78 -0.01 -0.54
H3 -1.15 1.11 1.27
H4 -2.09 -0.98 -0.82
C3 -0.12 1.01 -0.67
O1 -0.17 2.08 -1.41
C4 0.80 -0.72 1.79
H5 0.13 -1.23 2.49
C5 2.00 -0.39 -1.35
H6 2.37 -1.38 -1.07
H7 -3.04 0.44 -0.32
H8 1.04 0.27 2.18
N1 0.18 -0.66 0.47
C6 -2.27 -0.27 0.00
H9 1.74 -0.40 -2.41
H10 -2.67 -0.83 0.85
H11 2.79 0.36 -1.25


Please write out number 1 again, unchanged.
A single C13H19N5OS2 molecule at a distorted geometry, computed with ωB97M-V/def2-TZVPD.

Summary:
ΔE to the lowest compared entry with this formula, charge and spin   4.8 kJ/mol
LUMO level   0.632 eV
Calculated total energy   -44958.173 eV
SMILES string   CCCCc1nnc(SCC(=O)Nc2nccs2)n1CC
Gap between HOMO and LUMO   8.8 eV

Geometry (Å):
H1 1.40 -3.47 0.22
C1 1.89 -2.66 -0.32
N1 0.09 0.10 1.09
S1 0.58 -2.16 2.53
O1 1.04 0.16 4.68
C2 -3.43 0.98 1.51
H2 -0.70 -1.88 4.48
H3 -0.93 -0.04 -3.73
C3 0.60 -1.10 1.16
C4 -0.58 -1.25 3.60
C5 0.04 0.07 4.01
H4 -1.19 0.73 -2.15
C6 3.35 -2.56 0.12
H5 2.49 -0.16 -2.26
H6 -0.84 2.22 -4.79
N2 -2.58 0.52 2.46
C7 1.40 -0.23 -2.24
S2 -1.74 2.85 1.77
C8 -3.15 2.22 1.02
H7 1.12 -1.14 -2.78
H8 1.83 -2.85 -1.40
C9 -1.63 1.36 2.69
H9 3.85 -1.74 -0.40
H10 -2.37 1.96 -3.96
H11 -4.26 0.36 1.22
H12 -3.68 2.78 0.28
C10 -1.30 2.08 -3.82
H13 3.86 -3.49 -0.10
H14 -1.12 2.97 -3.22
H15 3.40 -2.37 1.19
H16 0.99 1.87 -2.32
C11 0.95 -0.35 -0.83
C12 0.79 0.99 -2.93
H17 -0.08 2.06 3.79
N3 0.31 0.56 -0.15
H18 -1.52 -1.11 3.07
C13 -0.72 0.85 -3.13
H19 1.28 1.12 -3.90
N4 -0.61 1.21 3.59
N5 1.17 -1.45 -0.04


> Which value of calculated total energy does entry 1 give?

-44958.173 eV